The following is a DFT calculation (ωB97M-V/def2-TZVPD) of C9H7BrClIN3OS as an isolated structure in a non-equilibrium geometry.

Geometry as XYZ:
```
24
Properties=species:S:1:pos:R:3
N -1.541 1.556 1.656
C -1.222 1.515 0.182
C -0.633 0.081 -0.275
C 0.831 -0.106 -0.816
C 1.856 1.150 -0.942
C 2.591 1.227 0.503
O 2.208 2.087 1.322
I 4.194 -0.148 1.094
C 1.433 -1.504 -1.238
C 0.595 -2.793 -1.136
Cl 1.368 -4.377 -1.589
C -0.880 -2.652 -0.623
N -1.781 -3.781 -0.477
S -3.205 -2.984 0.061
N -2.895 -1.315 0.216
C -1.512 -1.242 -0.206
H -0.912 2.269 2.168
H -2.482 1.984 1.692
H -2.197 1.722 -0.396
H -0.500 2.381 -0.019
H 2.593 0.967 -1.796
H 1.202 2.058 -1.157
H 2.509 -1.570 -1.616
Br -1.622 3.476 3.390
```

Summary:
Orbital gap   4.516 eV
Charge   -1

These are the natural (NBO) partial charges, in e, on atoms 1 to 5: N -0.880; C -0.281; C 0.068; C -0.054; C -0.529



The following is a DFT calculation (ωB97M-V/def2-TZVPD) of a 2-piece molecular cluster, C9H7Cl overall in a non-equilibrium geometry.

Geometry as XYZ:
```
17
Properties=species:S:1:pos:R:3
C -2.316 1.545 0.053
C -2.770 0.277 -0.166
C -0.969 1.846 0.051
C -1.830 -0.794 -0.043
C -0.044 0.800 0.166
C -0.438 -0.548 -0.051
C 0.613 -1.492 0.105
C 3.900 -0.806 0.331
C 1.557 -2.215 -0.071
Cl 3.570 0.763 -0.124
H -3.032 2.326 0.017
H -3.756 0.039 -0.209
H -0.646 2.803 -0.204
H -2.205 -1.741 -0.134
H 1.031 0.956 0.277
H 4.987 -0.962 -0.063
H 2.347 -2.796 0.064
```

Summary:
Orbital gap   7.828 eV

These are the natural (NBO) partial charges, in e, on atoms 1 to 5: C -0.195; C -0.204; C -0.218; C -0.154; C -0.158



The following is a DFT calculation (ωB97M-V/def2-TZVPD) of C9H7Cl2IrN9O6S2 as an isolated structure.

Geometry as XYZ:
```
36
Properties=species:S:1:pos:R:3
Ir 0.294 -1.096 0.095
Cl -0.615 -2.551 3.404
C -1.281 -3.606 2.207
Cl -0.677 -3.220 0.528
H -2.357 -3.494 2.140
H -0.969 -4.631 2.367
N 3.570 -1.495 -0.435
C 2.709 -1.919 -1.421
N 3.082 -2.406 -2.583
N 1.954 -2.786 -3.172
N 0.924 -2.534 -2.408
N 1.385 -2.003 -1.284
C 3.211 -1.262 0.826
N 4.068 -1.101 1.856
N 3.329 -0.996 2.905
N 2.014 -1.078 2.571
N 1.942 -1.244 1.293
H 4.559 -1.495 -0.653
O 1.703 2.793 0.004
S 0.718 1.779 0.187
O 0.520 1.207 1.494
O 1.009 0.599 -0.757
C -0.847 2.427 -0.365
C -0.847 3.773 -0.686
C -2.018 4.409 -1.078
C -3.196 3.692 -1.152
C -3.204 2.339 -0.839
C -2.040 1.696 -0.447
S -2.232 -0.049 -0.114
O -1.629 -0.348 1.201
O -3.608 -0.361 -0.289
O -1.325 -0.759 -1.099
H 0.085 4.316 -0.620
H -1.999 5.462 -1.322
H -4.115 4.174 -1.455
H -4.117 1.767 -0.901
```

Summary:
Orbital gap (alpha / beta)   9.251 / 6.198 eV
Energy above the lowest of the compared OMol25 structures with the same formula, charge and spin   0.479 eV
Spin multiplicity   2

These are the natural (NBO) partial charges, in e, on atoms 1 to 5: Ir 1.210; Cl 0.074; C -0.379; Cl 0.110; H 0.241



The following is a DFT calculation (ωB97M-V/def2-TZVPD) of C9H7ClINOS as an isolated structure in a non-equilibrium geometry.

Geometry as XYZ:
```
21
Properties=species:S:1:pos:R:3
C 1.059 -0.041 1.275
C -0.949 2.278 -1.428
C -0.255 1.842 -2.581
C -1.572 1.389 -0.602
C -0.046 0.481 -2.762
C -1.363 0.029 -0.768
C -0.445 -0.375 -1.784
C 0.890 -2.212 2.518
C 0.602 -0.842 2.298
N 1.455 0.622 0.396
O -2.777 -0.862 1.448
S -1.993 -1.323 0.289
Cl -0.914 -0.218 3.037
I 0.082 -2.431 -1.885
H -1.320 3.322 -1.379
H 0.139 2.540 -3.209
H -2.319 1.634 0.188
H 0.564 0.266 -3.721
H 0.046 -2.735 2.952
H 1.741 -2.373 3.173
H 1.111 -2.796 1.483
```

Summary:
Orbital gap (alpha / beta)   7.318 / 7.092 eV
Energy above the lowest of the compared OMol25 structures with the same formula, charge and spin   0.906 eV

These are the natural (NBO) partial charges, in e, on atoms 1 to 5: C 0.178; C -0.198; C -0.164; C -0.208; C -0.260



The following is a DFT calculation (ωB97M-V/def2-TZVPD) of C9H7ClO2S as an isolated structure in a non-equilibrium geometry.

Geometry as XYZ:
```
20
Properties=species:S:1:pos:R:3
C -2.992 -1.546 -0.126
C -2.117 -2.026 0.532
C 0.485 2.617 0.768
C 0.572 2.262 -0.573
C 0.501 1.652 1.763
C 0.663 0.916 -0.850
C 0.649 0.307 1.447
C 0.725 -0.056 0.119
C 0.281 -1.429 -2.226
O 0.657 -2.790 0.080
O 2.557 -1.557 -0.860
S 1.132 -1.674 -0.686
Cl 0.684 0.233 -2.484
H -3.747 -1.084 -0.695
H 0.404 3.662 1.024
H 0.569 3.003 -1.356
H 0.407 1.952 2.797
H -1.351 -2.511 1.065
H 0.699 -0.449 2.216
H -0.778 -1.480 -1.958
```

Summary:
Orbital gap   9.732 eV
Energy above the lowest of the compared OMol25 structures with the same formula, charge and spin   1.832 eV

These are the natural (NBO) partial charges, in e, on atoms 1 to 5: C -0.254; C -0.231; C -0.189; C -0.256; C -0.192



The following is a DFT calculation (ωB97M-V/def2-TZVPD) of an isolated molecule of C9H7F2NO2 in a non-equilibrium geometry.

Geometry as XYZ:
```
21
Properties=species:S:1:pos:R:3
N -1.953 1.700 0.021
C -0.621 1.532 0.713
O -0.905 1.332 2.060
C 0.233 0.402 0.197
C -0.183 -0.871 0.157
C 0.713 -1.894 -0.286
C 2.043 -1.536 -0.673
C 2.404 -0.218 -0.795
C 1.502 0.799 -0.340
C 1.681 2.246 -0.209
O 2.659 2.883 -0.362
C 0.317 2.768 0.486
F 0.664 3.375 1.658
F -0.250 3.736 -0.252
H -2.596 2.324 0.548
H -2.018 2.005 -0.913
H -1.752 0.786 1.890
H -1.170 -1.343 0.489
H 0.328 -2.942 -0.212
H 2.796 -2.237 -0.783
H 3.316 0.303 -1.213
```

Summary:
Orbital gap   9.287 eV
Energy above the lowest of the compared OMol25 structures with the same formula, charge and spin   0.000 eV
SMILES   N[C@@]1(O)c2ccccc2C(=O)C1(F)F

These are the natural (NBO) partial charges, in e, on atoms 1 to 5: N -0.875; C 0.306; O -0.669; C -0.020; C -0.206



The following is a DFT calculation (ωB97M-V/def2-TZVPD) of C9H7F6N5O4PtS3 as an isolated structure.

Geometry as XYZ:
```
35
Properties=species:S:1:pos:R:3
Pt 0.631 0.139 0.494
N 2.193 3.081 3.162
C 1.756 2.029 2.458
S 0.882 2.343 0.989
N 2.039 0.835 2.942
N 1.544 -0.160 2.171
C 1.681 -1.384 2.549
C 1.144 -2.412 1.674
C 1.198 -3.760 1.976
C 0.648 -4.668 1.083
C 0.061 -4.198 -0.076
C 0.041 -2.832 -0.318
N 0.572 -1.959 0.532
H 2.024 4.015 2.839
H 2.681 2.929 4.028
H 2.183 -1.599 3.482
H 1.659 -4.084 2.898
H 0.676 -5.728 1.296
H -0.382 -4.867 -0.798
H -0.420 -2.415 -1.197
F 0.492 -1.927 -3.171
C 0.840 -0.926 -4.000
F 2.158 -0.968 -4.167
F 0.244 -1.132 -5.169
S 0.347 0.703 -3.292
O 0.947 0.707 -1.972
O 0.809 1.639 -4.258
N -1.220 0.624 -3.264
S -2.063 0.364 -1.962
O -2.907 1.452 -1.597
O -1.333 -0.297 -0.885
C -3.216 -0.985 -2.583
F -4.473 -0.574 -2.493
F -3.073 -2.079 -1.820
F -2.957 -1.324 -3.839
```

Summary:
Orbital gap   7.261 eV
Energy above the lowest of the compared OMol25 structures with the same formula, charge and spin   0.817 eV

These are the natural (NBO) partial charges, in e, on atoms 1 to 5: Pt 0.848; N -0.765; C 0.288; S -0.111; N -0.426



The following is a DFT calculation (ωB97M-V/def2-TZVPD) of C9H7MoN2OS3Sb as an isolated structure in a non-equilibrium geometry.

Geometry as XYZ:
```
24
Properties=species:S:1:pos:R:3
Mo 1.088 -1.886 -0.951
S 1.550 -2.678 -5.037
Sb 2.237 -3.877 -3.251
S 0.142 -3.680 -1.739
S 3.115 -1.967 -1.736
O 0.852 -1.479 0.897
C 0.269 -0.468 1.587
C 0.320 -0.554 2.974
C -0.252 0.438 3.746
C -0.881 1.527 3.148
C -0.931 1.613 1.774
C -0.359 0.621 0.968
C -0.419 0.726 -0.481
N 0.084 -0.143 -1.372
C -0.196 0.342 -2.648
C -0.868 1.502 -2.521
N -0.997 1.724 -1.162
H 0.812 -1.406 3.422
H -0.209 0.365 4.824
H -1.327 2.301 3.755
H -1.425 2.469 1.333
H 0.114 -0.192 -3.531
H -1.262 2.183 -3.252
H -1.456 2.516 -0.745
```

Summary:
Orbital gap (alpha / beta)   5.991 / 6.526 eV
Charge   +1
Spin multiplicity   2

These are the natural (NBO) partial charges, in e, on atoms 1 to 5: Mo 1.059; S -0.674; Sb 1.021; S -0.176; S -0.175